Record 1
DFT (ωB97M-V/def2-TZVPD) results for a molecular structure, C53H44ClNO8P2PdS in a non-equilibrium geometry.

Computed properties:
Net charge   0
Strongest force on any atom   2.59 eV/Å
Electronic energy   -118957.3113 eV
Relative energy (zero: lowest compared OMol25 entry of this formula, charge and spin)   0.0 kcal per mole
HOMO energy   -6.908 eV
Multiplicity   1

The geometry in XYZ format:
```
111
Properties=species:S:1:pos:R:3:forces:R:3
N -12.160661 -1.378444 -5.485388 2.5521 0.1318 0.3990
C -11.006796 -1.284425 -5.308867 -2.2441 -0.1694 -0.3307
C -9.591667 -1.091749 -5.091044 0.5224 -0.0623 -0.2632
C -8.722887 -2.165355 -4.849789 -0.0557 -0.0898 0.2184
C -7.360942 -1.931315 -4.644123 -0.2548 0.0928 0.0688
C -6.846682 -0.637658 -4.747247 -0.3418 -0.1170 0.1746
S -5.064760 -0.355688 -4.770396 -0.2434 0.4358 0.3243
C -4.599051 0.141601 -3.139681 -1.3569 0.5448 0.1231
Cl -3.226237 -0.629007 -2.511068 1.4608 -2.0853 0.2468
O -4.450448 -1.617798 -5.115821 0.0158 0.2686 -0.0434
O -4.955528 0.791868 -5.643636 0.3495 -0.2467 -0.1077
C -7.708052 0.434806 -4.974271 -0.3740 0.0189 0.0865
C -9.069921 0.202489 -5.162842 -0.0768 0.2704 0.1872
H -9.123674 -3.182614 -4.815152 0.1901 0.3889 0.0672
H -6.703069 -2.747643 -4.364112 0.0020 0.0500 -0.3387
H -5.462060 0.043546 -2.468838 0.2180 -0.0265 -0.2812
H -7.351170 1.461892 -4.971068 0.1482 -0.2999 -0.2634
H -9.750823 1.034005 -5.362929 0.2908 -0.2554 0.1190
C 6.583327 -0.080514 2.324627 0.0324 -0.2123 0.0567
C 5.889170 0.829014 3.121972 -0.2902 -0.2120 -0.0578
C 4.538032 0.607817 3.418517 0.1788 0.0707 0.0634
C 3.912834 -0.523080 2.899659 -0.4215 0.2497 -0.0539
O 2.529522 -0.714107 3.056408 0.2709 0.0921 0.7551
P 1.291497 0.339642 3.087240 -1.1160 0.0967 0.0825
O 0.132278 -0.532107 3.821155 0.3295 -0.6881 0.0155
C 0.250514 -1.567480 4.768749 0.0597 0.2220 -0.1638
C 0.034897 -1.276862 6.115936 -0.0737 -0.1915 -0.1869
C 0.091899 -2.329578 7.033911 0.1119 0.0228 -0.3070
C 0.358446 -3.628980 6.588538 -0.1517 0.0829 0.1551
C 0.507167 -3.905607 5.228602 0.1865 0.3162 -0.0397
C 0.476965 -2.863256 4.303850 -0.2322 0.2384 0.3330
O 1.662393 1.396051 4.263452 0.3180 0.0155 1.0684
C 0.840290 2.126323 5.132452 0.5775 -0.5204 -0.5483
C 1.545540 2.806943 6.121075 -0.4511 0.2577 0.0566
C 0.840779 3.654885 6.974788 0.1536 -0.2052 -0.0953
C -0.545627 3.786986 6.847311 -0.1450 0.2236 0.0906
C -1.238131 3.074242 5.870887 0.4580 -0.3506 -0.0621
C -0.542242 2.206999 5.010730 -0.2796 0.2950 0.1639
Pd 0.807615 1.318623 1.087129 0.5153 -0.5099 0.1027
P 1.602906 -0.248285 -0.341635 0.5324 0.3814 -0.5923
O 3.217724 -0.148062 -0.541005 0.5348 -0.1844 -0.0456
C 4.031488 -0.732149 -1.534426 -0.7346 0.3086 0.4050
C 4.797413 0.131673 -2.313353 -0.0639 -0.3574 -0.2505
C 5.422296 -0.393659 -3.447144 -0.2442 0.1028 0.3503
C 5.262320 -1.743627 -3.755351 0.2342 -0.1818 -0.3216
C 4.586173 -2.606140 -2.895186 0.0338 0.1629 0.1496
C 3.985396 -2.104231 -1.745613 0.0864 0.1936 -0.0905
O 1.382095 -1.824202 0.055736 -0.2763 -0.3193 -0.2438
C 0.472032 -2.681093 -0.589576 0.4958 0.4131 -0.4077
C 0.981249 -3.808837 -1.234802 -0.2186 0.2852 -0.1393
C 0.154770 -4.478127 -2.135805 0.0473 -0.3029 0.2411
C -1.205211 -4.186894 -2.199040 -0.1271 0.1992 0.1935
C -1.722367 -3.163620 -1.398341 0.0377 -0.1379 -0.2156
C -0.865284 -2.328651 -0.681047 -0.0997 -0.3159 0.1345
O 1.041684 -0.216670 -1.869118 0.0111 -0.1478 -0.8687
C 1.589627 0.336601 -3.039347 -0.2350 -0.4327 0.6425
C 1.714679 -0.515326 -4.132777 0.1337 0.1789 0.0150
C 2.330723 -0.021443 -5.281925 -0.0792 -0.2258 0.0382
C 2.742986 1.307500 -5.351013 0.0058 0.3279 0.0217
C 2.517156 2.171387 -4.275356 0.0285 -0.3319 0.1163
C 1.953889 1.677866 -3.095571 0.0120 -0.0269 -0.2469
C -1.307964 2.495981 -0.890822 -1.0185 -0.1047 0.1745
C -0.600946 3.092461 0.220236 1.3916 0.3935 0.7472
C 0.853158 3.246351 0.172422 -0.6529 0.4167 -0.3611
C 1.583395 3.821073 1.265180 -0.3717 -0.6617 -0.9657
C 0.907864 4.199831 2.412504 -0.2980 -0.1849 -0.1160
C -0.487719 4.095756 2.448586 -0.4462 0.8892 0.1740
C -1.228656 3.611157 1.378932 -0.3730 -0.0038 0.0010
C -2.670636 2.192339 -0.865713 0.2564 -0.8915 0.9083
C -3.472123 1.959018 -1.984254 -0.3134 1.4847 -0.5792
C 4.628550 -1.513267 2.221382 0.0946 0.2993 0.0569
C 5.978276 -1.289279 1.940925 -0.1116 0.3060 0.1161
H 7.602864 0.144416 2.007668 -0.2136 -0.1944 0.2595
H 6.386552 1.708355 3.542123 -0.1621 -0.2813 -0.3179
H 3.981002 1.297082 4.061561 0.2336 -0.2927 -0.4219
H -0.220935 -0.256661 6.422637 0.2234 -0.4095 -0.1361
H -0.079562 -2.118191 8.091926 0.1071 -0.1695 -0.3333
H 0.431292 -4.435986 7.312775 -0.0873 0.1000 -0.1188
H 0.663848 -4.924176 4.873073 -0.0117 0.2442 0.1939
H 0.579060 -3.029111 3.234306 0.0435 0.0080 0.1914
H 2.622918 2.655877 6.182014 -0.2872 0.1550 0.0428
H 1.392256 4.206663 7.737589 -0.2645 -0.1313 -0.1630
H -1.096481 4.455586 7.514864 0.2450 -0.2275 -0.2220
H -2.321144 3.178959 5.769650 0.3674 -0.0642 0.0632
H -1.079086 1.629840 4.259395 0.2328 0.1867 0.1401
H 4.838293 1.194074 -2.075073 -0.0648 -0.3098 -0.0367
H 5.987224 0.273464 -4.101198 -0.1650 -0.2829 0.1551
H 5.674613 -2.128771 -4.688059 -0.0073 0.0520 0.2726
H 4.497804 -3.669439 -3.106755 0.1156 0.1989 -0.0866
H 3.462641 -2.740465 -1.035597 0.1071 0.2715 -0.2862
H 2.010312 -4.120169 -1.067184 -0.2424 0.1868 -0.2324
H 0.584158 -5.244723 -2.780521 -0.1529 0.0251 0.2766
H -1.867189 -4.742998 -2.867462 0.2535 0.1692 0.2702
H -2.794603 -2.986006 -1.375564 0.3021 0.0638 -0.1479
H -1.217124 -1.407498 -0.212131 0.0138 -0.3521 0.0139
H 1.342382 -1.541479 -4.055089 0.2621 0.3766 -0.0063
H 2.502965 -0.697939 -6.123896 -0.1153 0.2994 0.2513
H 3.235078 1.682603 -6.250613 -0.1976 -0.1272 0.2548
H 2.802009 3.222760 -4.324736 -0.0306 -0.2930 -0.0708
H 1.813886 2.323696 -2.229426 0.1204 -0.3241 -0.3913
H -0.735279 2.290656 -1.797682 -0.1587 0.1723 0.0536
H 1.322554 3.128464 -0.796356 0.0549 0.1911 0.2487
H 2.650750 4.009361 1.139133 -0.2990 -0.2050 0.1170
H 1.461951 4.585869 3.267590 -0.2233 -0.0157 -0.1835
H -0.992894 4.501186 3.325859 -0.0034 -0.2099 -0.3064
H -2.326709 3.688076 1.362878 0.5958 -0.1587 0.3435
H -3.210173 2.127536 0.098557 0.5866 0.3344 -0.4960
H -3.036007 2.113581 -2.965996 -0.4437 0.0786 0.0394
H -4.548913 1.962358 -1.854195 0.4291 0.6229 -0.2110
H 4.126627 -2.426503 1.909045 0.0385 0.2282 0.0316
H 6.563429 -2.060289 1.426478 -0.3075 0.4099 0.0916
```
Forces are in eV/Å.

Mulliken atomic charge list, values in e, 4 entries:
1 N -0.493
2 C -0.026
3 C 0.506
4 C -0.749

---

Record 2
DFT (ωB97M-V/def2-TZVPD) results for a molecular structure, C53H44FKN6O6P2SSi in a non-equilibrium geometry.

Computed properties:
Net charge   -2
Strongest force on any atom   1.15 eV/Å
Electronic energy   -133239.2577 eV
Relative energy (zero: lowest compared OMol25 entry of this formula, charge and spin)   0.0 kcal per mole
HOMO energy   -0.699 eV
Multiplicity   1

The geometry in XYZ format:
```
115
Properties=species:S:1:pos:R:3:forces:R:3
K 0.067876 -0.563857 -1.659373 0.0597 0.8377 0.7878
C -0.395174 2.863104 -0.653758 -0.0313 0.0967 0.0344
Si -0.053011 2.004495 1.048691 -0.0361 -0.3086 -0.1319
C -1.737157 2.612309 1.811877 0.1044 0.1321 0.0329
C -2.071085 3.855708 2.356787 0.0525 0.0954 0.0067
C -3.350633 4.162391 2.803887 0.0261 0.0283 0.0240
C -4.364262 3.225813 2.690219 -0.0029 -0.0496 -0.0345
C -4.077052 1.991241 2.120860 0.0344 0.0747 0.0500
C -2.784553 1.679727 1.700706 -0.3722 -0.1533 0.0026
P -2.416884 0.034671 0.932532 0.5125 0.2479 -0.2319
C -4.109203 -0.573283 0.551078 -0.1699 -0.1180 0.0413
C -4.934808 -1.274767 1.430867 -0.0076 0.0140 -0.0597
C -6.177753 -1.739862 1.021686 0.0210 -0.0063 0.0493
C -6.617332 -1.502234 -0.272678 -0.0376 0.0033 -0.0444
C -5.801645 -0.810772 -1.158754 -0.0183 0.0054 -0.0613
C -4.552067 -0.361509 -0.757647 0.0278 0.0136 0.0403
C -2.006248 -0.987823 2.386300 -0.0081 -0.1139 0.0505
C -1.853209 -2.356815 2.167235 -0.0304 -0.0271 0.0253
C -1.514200 -3.217130 3.198067 -0.0033 0.0065 -0.0295
C -1.305505 -2.709719 4.474014 0.0333 -0.0001 0.0279
C -1.431167 -1.346845 4.699114 -0.0113 0.0213 0.0356
C -1.778696 -0.487983 3.662882 -0.0366 -0.0362 0.0095
C 1.382575 3.143308 1.649009 -0.2832 0.1472 0.2661
C 1.344734 4.049488 2.722860 0.0124 -0.0115 -0.0119
C 2.440936 4.812246 3.095019 0.0757 0.0174 -0.0273
C 3.636040 4.710459 2.391105 -0.0758 -0.0041 0.0350
C 3.719118 3.787089 1.358988 -0.0400 0.0064 0.0008
C 2.626816 2.991170 1.015023 0.3995 0.0264 -0.0476
P 2.827581 1.597256 -0.173421 -0.4442 0.0067 -0.2197
C 4.096875 2.271762 -1.315912 0.2004 0.0031 0.0229
C 3.631020 2.947057 -2.446291 0.0273 -0.0210 0.0562
C 4.520242 3.478425 -3.366586 -0.0253 0.0283 -0.0492
C 5.888935 3.322081 -3.189322 0.0286 0.0283 -0.0553
C 6.364340 2.629866 -2.086102 -0.0100 -0.0166 0.0439
C 5.473696 2.110163 -1.155450 -0.0784 0.0002 -0.0291
C 3.801283 0.389449 0.785854 0.0462 -0.0991 0.0252
C 4.319411 0.592039 2.060648 0.0498 -0.0180 0.0126
C 4.988933 -0.433563 2.716930 -0.0045 0.0214 0.0403
C 5.140204 -1.673622 2.113897 -0.0417 -0.0278 0.0203
C 4.614327 -1.890789 0.847170 0.0200 -0.0129 -0.0269
C 3.950850 -0.864887 0.193485 0.0287 -0.0359 0.0034
H -0.507302 3.947418 -0.536617 0.0093 0.0050 -0.0223
H -1.337866 2.475970 -1.053240 0.0000 -0.0131 -0.0007
H 0.389538 2.672906 -1.389943 -0.0081 0.0045 -0.0243
H -1.319129 4.635033 2.408463 0.0236 -0.0153 -0.0091
H -3.553900 5.142365 3.224407 -0.0112 -0.0039 -0.0021
H -5.370922 3.451193 3.024141 0.0033 0.0015 0.0053
H -4.871344 1.265719 2.008040 -0.0388 -0.0082 0.0096
H -4.595190 -1.460270 2.442677 -0.0058 -0.0112 0.0222
H -6.804244 -2.288100 1.716375 0.0019 0.0019 0.0028
H -7.587316 -1.864411 -0.593770 0.0017 0.0007 -0.0003
H -6.128061 -0.634671 -2.177170 -0.0163 -0.0118 0.0074
H -3.896932 0.137849 -1.467412 0.0039 -0.0041 0.0280
H -1.994721 -2.756540 1.170187 0.0165 0.0062 -0.0186
H -1.389527 -4.274174 2.992130 0.0093 0.0012 0.0144
H -1.015036 -3.370719 5.282009 -0.0072 -0.0046 0.0032
H -1.249822 -0.940168 5.687976 0.0059 -0.0178 0.0022
H -1.874303 0.574162 3.849465 0.0143 0.0220 -0.0181
H 0.433262 4.160414 3.296306 -0.0270 -0.0225 -0.0121
H 2.354382 5.499664 3.930806 0.0267 0.0074 -0.0052
H 4.494138 5.318818 2.652806 -0.0087 0.0094 0.0100
H 4.654423 3.669324 0.824337 0.0257 0.0069 -0.0007
H 2.562135 3.033505 -2.610736 -0.0007 0.0034 0.0027
H 4.139802 3.999142 -4.237166 0.0112 0.0012 -0.0017
H 6.581979 3.726854 -3.917751 -0.0081 -0.0006 -0.0020
H 7.430734 2.491342 -1.948686 -0.0031 -0.0009 0.0024
H 5.843568 1.563639 -0.295897 0.0320 0.0017 0.0009
H 4.192405 1.548775 2.550890 -0.0317 0.0065 0.0009
H 5.374389 -0.263382 3.716185 0.0074 -0.0151 -0.0021
H 5.633016 -2.480713 2.643126 0.0094 0.0030 -0.0001
H 4.676216 -2.864778 0.377266 -0.0106 -0.0056 0.0096
H 3.508222 -1.061665 -0.777113 0.0050 0.0294 0.0173
N -2.811287 -7.702922 0.608690 0.0060 -0.0214 -0.0768
C -1.877195 -6.739637 0.174329 -0.0345 0.0494 0.0009
C -0.510746 -6.969974 0.310320 -0.0112 0.0098 -0.0086
C 0.405541 -5.998737 -0.063031 0.0726 -0.0885 0.0500
C -0.030013 -4.795262 -0.586273 0.0325 0.0794 -0.0256
C -1.389693 -4.561665 -0.730758 -0.0474 0.0494 -0.0620
C -2.310763 -5.522133 -0.350158 0.0245 -0.0502 0.0286
S 1.129051 -3.505284 -1.002314 -0.0657 -0.4613 0.2258
O 0.564624 -2.873817 -2.184979 0.1827 -0.6732 -0.2606
O 2.418420 -4.138055 -1.170893 0.0246 0.0096 0.0120
N 1.034601 -2.427123 0.138598 0.0827 0.0251 -0.3194
C 1.442610 -2.673755 1.401900 -0.1178 0.0278 0.4041
N 1.785313 -3.915885 1.804137 0.0518 0.0325 0.0225
C 2.134292 -4.055686 3.079045 -0.0117 -0.0358 -0.1148
C 2.156199 -3.015726 3.980515 0.0347 0.0843 0.0688
C 1.774266 -1.773224 3.468916 0.0514 -0.0579 0.0071
N 1.423349 -1.589473 2.220038 0.0587 -0.1341 -0.1321
H -2.464340 -8.647580 0.529935 -0.0055 0.0164 0.0234
H -3.702045 -7.619595 0.140966 0.0059 0.0044 0.0306
H -0.165920 -7.911008 0.726196 -0.0030 -0.0001 0.0042
H 1.468420 -6.155184 0.058975 -0.0074 0.0032 -0.0008
H -1.731205 -3.624574 -1.154876 0.0300 0.0010 0.0214
H -3.371416 -5.321704 -0.456618 -0.0057 -0.0249 0.0079
H 2.406716 -5.064085 3.386361 -0.0014 0.0014 -0.0028
H 2.444107 -3.152805 5.014035 -0.0088 0.0065 -0.0062
H 1.749268 -0.889663 4.103292 0.0076 0.0040 0.0016
F -1.317783 0.543873 -8.235420 -0.0082 0.0346 0.0351
C -1.380149 1.671872 -7.502811 -0.0315 -0.0918 0.1191
C -1.486400 1.623077 -6.165349 0.0332 0.0792 -0.2016
N -1.553800 2.754355 -5.395714 0.0138 -0.0774 0.0499
C -1.716325 2.653814 -3.934242 0.0431 -0.0767 0.0291
C -1.132374 1.311143 -3.420429 -0.1433 0.3835 -0.2286
O 0.083802 1.138205 -3.626900 0.1770 0.1268 -0.3177
O -1.931294 0.530790 -2.867106 -0.4669 -0.0014 -0.0716
C -1.515154 4.001083 -5.962690 0.0121 0.2061 -0.0977
O -1.600009 5.045463 -5.346960 -0.0083 -0.0789 0.0337
N -1.375536 4.006622 -7.346500 -0.0251 -0.0582 0.0600
C -1.314350 2.927874 -8.215745 0.0554 0.0170 -0.0665
O -1.213987 3.082897 -9.419361 -0.0206 -0.0052 0.0255
H -1.516471 0.681991 -5.634702 0.0090 -0.0231 -0.0199
H -2.772547 2.745047 -3.682617 0.0042 -0.0304 0.0099
H -1.166739 3.480890 -3.491767 -0.0122 -0.0254 0.0469
H -1.339781 4.925203 -7.761621 0.0015 -0.0153 -0.0087
```
Forces are in eV/Å.

Mulliken atomic charge list, values in e, 4 entries:
1 K 0.774
2 C -0.686
3 Si 1.450
4 C 0.545